DFT (ωB97M-V/def2-TZVPD) results for a cluster of 3 separate species, C28H61N4O5 in total in a non-equilibrium geometry.

Values from the calculation:
Max |F| ... 7.1 eV/A
E ... -1698.1247 a.u.
E_LUMO ... -0.1373 Eh

Structure (ORCA input):
```
! wB97M-V def2-TZVPD RIJCOSX def2/J DEFGRID3
* xyz 1 1
C 0.268 1.590 -2.326
O -0.980 1.725 -3.081
C -1.397 0.436 -3.614
C -1.527 -0.663 -2.419
C -2.678 -1.758 -2.774
C -2.439 -3.067 -1.846
C -3.820 -3.709 -1.275
C -3.427 -4.381 0.164
C -3.562 -3.301 1.381
C -2.334 -3.448 2.458
C -2.956 -4.164 3.756
C -1.912 -5.025 4.623
C -0.918 -5.946 3.759
C 0.502 -5.189 3.445
C 0.916 -5.680 1.957
C 1.304 -7.144 1.650
N 1.539 -7.049 0.202
C 1.326 -5.694 -0.273
N 0.929 -4.799 0.797
H 0.887 0.680 -2.638
H 0.914 2.532 -2.563
H 0.041 1.615 -1.200
H -0.595 0.128 -4.390
H -2.390 0.508 -4.174
H -1.781 -0.147 -1.417
H -0.543 -1.262 -2.351
H -2.487 -2.109 -3.861
H -3.739 -1.330 -2.686
H -1.782 -2.718 -0.965
H -1.832 -3.846 -2.425
H -4.609 -2.891 -1.169
H -4.120 -4.547 -2.014
H -2.328 -4.718 0.037
H -4.070 -5.317 0.328
H -4.576 -3.553 1.883
H -3.589 -2.234 0.973
H -1.958 -2.379 2.636
H -1.526 -4.046 1.912
H -3.883 -4.791 3.520
H -3.324 -3.310 4.450
H -1.294 -4.375 5.331
H -2.547 -5.751 5.269
H -1.400 -6.109 2.718
H -0.706 -6.972 4.223
H 1.304 -5.467 4.215
H 0.337 -4.042 3.441
H 1.361 -8.039 2.350
H 1.818 -7.865 -0.378
H 1.440 -5.417 -1.372
H 0.709 -3.788 0.773
C -1.223 0.957 2.725
O -0.681 -0.199 3.347
C 0.318 -0.858 2.569
C 1.711 -0.640 3.162
N 2.162 0.740 2.988
C 3.336 1.099 3.790
C 3.238 0.968 5.320
O 2.364 1.908 5.935
C 0.988 1.569 5.874
H -2.120 1.246 3.275
H -0.521 1.792 2.763
H -1.505 0.756 1.687
H 0.276 -0.566 1.513
H 0.089 -1.927 2.621
H 2.423 -1.314 2.671
H 1.661 -0.912 4.222
H 1.408 1.368 3.237
H 3.559 2.146 3.560
H 4.192 0.513 3.437
H 4.232 1.188 5.722
H 3.006 -0.052 5.646
H 0.820 0.491 5.941
H 0.545 1.975 4.962
H 0.482 2.047 6.715
C 2.891 7.053 -6.969
O 2.573 7.893 -5.871
C 1.191 8.254 -5.802
C 0.489 7.525 -4.654
N 0.338 6.096 -4.933
C -0.039 5.289 -3.769
C 0.896 5.298 -2.547
O 2.148 4.648 -2.762
C 3.114 5.436 -3.440
H 3.978 7.028 -7.070
H 2.545 6.030 -6.798
H 2.467 7.436 -7.902
H 0.677 8.097 -6.757
H 1.165 9.326 -5.590
H -0.501 7.966 -4.498
H 1.082 7.694 -3.750
H 1.213 5.735 -5.294
H -0.116 4.255 -4.121
H -1.045 5.587 -3.449
H 0.398 4.720 -1.760
H 1.042 6.300 -2.130
H 3.045 6.496 -3.182
H 3.020 5.292 -4.518
H 4.106 5.078 -3.156
*
```

Partial atomic charges computed with the Löwdin method, in multiples of e: C -0.11; O -0.25; C -0.21; C -0.19; C -0.20; C -0.23; C -0.19; C -0.21; C -0.18; C -0.19; C -0.19; C -0.20; C -0.20; C -0.12; C -0.15; C 0.06; N 0.06; C 0.01; N 0.14; H 0.09; H 0.09; H 0.09; H 0.13; H 0.13; H 0.12; H 0.10; H 0.12; H 0.12; H 0.08; H 0.11; H 0.11; H 0.12; H 0.08; H 0.11; H 0.11; H 0.11; H 0.09; H 0.06; H 0.11; H 0.13; H 0.11; H 0.12; H 0.11; H 0.12; H 0.13; H 0.10; H 0.15; H 0.17; H 0.16; H 0.17; C -0.09; O -0.20; C -0.22; C -0.21; N -0.05; C -0.19; C -0.22; O -0.17; C -0.10; H 0.10; H 0.08; H 0.08; H 0.12; H 0.07; H 0.12; H 0.10; H 0.07; H 0.12; H 0.12; H 0.12; H 0.11; H 0.09; H 0.07; H 0.09; C -0.11; O -0.20; C -0.20; C -0.21; N -0.05; C -0.19; C -0.22; O -0.20; C -0.09; H 0.09; H 0.07; H 0.09; H 0.12; H 0.12; H 0.12; H 0.10; H 0.06; H 0.11; H 0.12; H 0.11; H 0.11; H 0.09; H 0.07; H 0.09


DFT (ωB97M-V/def2-TZVPD) results for a structure of composition C28H62BrNO12P3S in a non-equilibrium geometry.

Values from the calculation:
Max |F| ... 3.1 eV/A
E ... -6057.9026 a.u.
E_LUMO ... 0.0427 Eh

Structure (ORCA input):
```
! wB97M-V def2-TZVPD RIJCOSX def2/J DEFGRID3
* xyz -1 1
C -0.294 3.744 9.743
C 0.248 4.258 8.652
C -0.405 4.261 7.274
P -1.088 5.922 6.580
Br -2.557 6.052 8.395
C -2.308 4.946 5.461
C -3.801 4.857 5.861
N -4.550 4.264 4.677
C 0.241 6.005 5.176
O 0.202 4.898 4.277
C 1.231 5.032 3.296
C 2.583 4.458 3.800
P 0.372 7.194 7.808
O -0.065 7.602 9.179
P -2.081 7.859 5.797
S -3.365 8.525 7.139
H -1.372 3.777 9.914
H 0.364 3.296 10.492
H 1.272 4.628 8.800
H 0.301 3.753 6.596
H -1.275 3.595 7.356
H -2.299 5.446 4.475
H -1.971 3.916 5.265
H -4.003 4.147 6.669
H -4.290 5.824 6.020
H -4.513 4.981 3.954
H -3.939 3.521 4.335
H 1.241 6.002 5.662
H 0.173 6.969 4.631
H 1.369 6.085 3.007
H 0.936 4.425 2.434
H 2.843 4.799 4.810
H 2.552 3.361 3.780
H 3.363 4.817 3.111
H 1.685 6.614 7.807
H 0.535 8.416 7.066
H -1.155 8.912 5.590
H -2.835 7.646 4.615
O 1.347 5.281 0.190
C 1.429 4.285 -0.477
O 0.718 3.196 -0.114
C 0.601 2.017 -0.914
C 1.769 1.079 -0.693
C 2.367 4.191 -1.655
H 0.464 2.272 -1.966
H -0.320 1.530 -0.589
H 2.711 1.538 -0.991
H 1.638 0.162 -1.268
H 1.854 0.827 0.366
H 3.370 3.965 -1.297
H 2.376 5.155 -2.163
H 2.075 3.455 -2.392
O 3.649 2.328 -3.485
C 3.685 1.307 -4.127
O 2.959 0.263 -3.721
C 2.762 -0.950 -4.473
C 3.902 -1.923 -4.260
C 4.595 1.166 -5.323
H 2.590 -0.731 -5.529
H 1.839 -1.386 -4.090
H 4.852 -1.515 -4.613
H 3.708 -2.856 -4.790
H 4.022 -2.137 -3.197
H 5.600 0.924 -4.976
H 4.618 2.117 -5.851
H 4.269 0.416 -6.040
O 0.488 -2.730 -4.174
C 0.316 -3.878 -4.505
O 1.374 -4.636 -4.832
C 1.292 -6.048 -5.066
C 0.881 -6.342 -6.493
C -1.075 -4.439 -4.632
H 0.640 -6.526 -4.335
H 2.294 -6.440 -4.892
H -0.113 -5.949 -6.712
H 0.872 -7.417 -6.675
H 1.573 -5.868 -7.192
H -1.490 -4.148 -5.598
H -1.681 -4.012 -3.835
H -1.134 -5.521 -4.524
O -1.337 -3.391 -1.323
C -1.522 -2.351 -0.747
O -1.282 -2.273 0.573
C -1.298 -1.046 1.316
C -2.702 -0.678 1.751
C -2.098 -1.157 -1.468
H -0.811 -0.247 0.755
H -0.683 -1.226 2.196
H -3.354 -0.506 0.893
H -2.688 0.226 2.359
H -3.143 -1.490 2.330
H -3.181 -1.263 -1.522
H -1.688 -1.139 -2.477
H -1.850 -0.201 -1.013
O -1.641 -8.163 -4.735
C -1.813 -9.306 -5.061
O -0.750 -10.069 -5.379
C -0.821 -11.480 -5.610
C -1.221 -11.788 -7.039
C -3.204 -9.876 -5.200
H -1.475 -11.960 -4.880
H 0.183 -11.861 -5.426
H -2.216 -11.405 -7.268
H -1.218 -12.864 -7.213
H -0.529 -11.314 -7.736
H -3.607 -9.590 -6.171
H -3.826 -9.452 -4.415
H -3.254 -10.957 -5.091
*
```

Löwdin population analysis, charges in e, atoms 1 to 99: C -0.05; C -0.31; C -0.37; P 0.16; Br 0.33; C -0.40; C -0.37; N -0.05; C -0.41; O -0.22; C -0.26; C -0.07; P 0.51; O -0.57; P 0.19; S -0.08; H 0.03; H 0.05; H 0.07; H 0.08; H 0.06; H 0.05; H 0.08; H 0.08; H 0.06; H 0.04; H 0.04; H 0.05; H 0.07; H 0.11; H 0.09; H 0.06; H 0.07; H 0.07; H -0.02; H -0.03; H -0.08; H -0.06; O 0.10; C -0.51; O 0.00; C -0.23; C -0.06; C 0.00; H 0.12; H 0.09; H 0.07; H 0.07; H 0.08; H 0.10; H 0.09; H 0.04; O 0.08; C -0.52; O 0.00; C -0.22; C -0.06; C 0.01; H 0.12; H 0.08; H 0.06; H 0.07; H 0.09; H 0.10; H 0.09; H 0.07; O 0.08; C -0.49; O 0.00; C -0.22; C -0.07; C 0.02; H 0.11; H 0.12; H 0.07; H 0.08; H 0.08; H 0.10; H 0.08; H 0.06; O 0.10; C -0.52; O 0.00; C -0.22; C -0.06; C 0.02; H 0.09; H 0.13; H 0.07; H 0.09; H 0.08; H 0.10; H 0.09; H 0.05; O 0.10; C -0.52; O 0.00; C -0.23; C -0.07